No. 1
Here is a molecular structure, C36H23FInN7O3 from OMol25. Energies are from wB97M-V/def2-TZVPD.

Last column: Mulliken charge in e.
Atoms and positions in Å:
In -13.05417 -15.92770 3.98927  1.78
C -10.04910 -17.19173 0.93324  -1.42
C -10.82967 -16.48597 1.82475  -0.21
N -11.68296 -17.01537 2.67674  0.04
C -11.89866 -18.32696 2.63339  0.17
C -11.26280 -19.16875 1.65787  1.20
C -10.26685 -18.56060 0.85315  -0.80
C -11.64966 -20.50110 1.55951  -1.01
C -12.63017 -20.94462 2.31708  -0.79
C -13.23613 -20.18478 3.37310  -0.73
C -12.80003 -18.87860 3.57547  0.49
N -13.29258 -18.00213 4.57760  -0.29
C -14.14664 -18.21201 5.60700  0.47
C -14.40868 -19.41013 6.29090  -0.80
C -15.36945 -19.45571 7.30562  -0.54
C -16.15944 -18.38298 7.71632  -1.16
C -15.99945 -17.17948 6.94783  0.71
C -16.81200 -16.07433 7.20409  -0.36
C -16.51439 -14.88934 6.57628  -0.94
C -15.44976 -14.80231 5.64718  -0.01
N -14.70209 -15.85145 5.42929  -0.23
C -14.90627 -17.05536 6.04562  0.26
H -9.28647 -16.70636 0.36314  0.63
H -10.80055 -15.42191 1.86553  0.74
H -9.72779 -19.14969 0.14256  0.49
H -11.17129 -21.15117 0.83746  0.43
H -13.03386 -21.98952 2.12497  0.28
H -13.94200 -20.67036 4.07490  0.42
H -13.85215 -20.31585 6.05548  0.54
H -15.32796 -20.42607 7.75860  0.38
H -16.87247 -18.51861 8.54546  0.38
H -17.73914 -16.05205 7.76261  0.40
H -17.23131 -14.09638 6.67230  0.39
H -15.26662 -13.91276 5.03005  0.50
C -11.10070 -14.15789 -2.34519  -1.35
C -12.57553 -13.98858 -2.47968  -0.16
C -13.19381 -14.57317 -3.74891  -1.04
C -13.26910 -16.05344 -3.72685  -1.13
C -13.74436 -16.65806 -2.44937  1.21
C -14.40503 -17.89281 -2.42815  -0.97
C -14.81775 -18.41027 -1.20391  -0.06
F -15.37730 -19.63843 -1.22837  -0.37
C -14.63266 -17.78232 -0.01220  -0.76
C -14.15561 -16.46766 -0.05305  1.28
C -14.20363 -15.70130 1.12304  1.44
O -14.50263 -16.33529 2.23704  -1.13
C -13.81982 -14.36799 1.04707  -0.03
C -13.34397 -13.88414 -0.17708  -0.75
N -13.25499 -14.58434 -1.28304  0.17
C -13.69909 -15.91076 -1.22981  -0.73
C -13.64113 -13.42642 2.17690  0.35
O -13.80646 -12.24110 1.99544  -0.70
O -13.35818 -13.94589 3.35906  -0.68
H -10.62707 -13.36114 -2.97795  0.37
H -10.84566 -15.14288 -2.70219  0.35
H -10.69763 -14.04582 -1.38048  0.42
H -12.84951 -12.95680 -2.40145  0.54
H -12.61582 -14.21197 -4.58535  0.42
H -14.23213 -14.16299 -3.86984  0.33
H -12.28786 -16.51407 -3.98354  0.37
H -13.85488 -16.55455 -4.52506  0.49
H -14.62799 -18.45059 -3.36685  0.40
H -14.94331 -18.26557 0.89315  0.73
H -13.17259 -12.78805 -0.32751  0.38
N -11.24924 -15.31655 5.10633  -0.83
C -10.42193 -14.51212 4.81898  0.88
C -9.48241 -13.65944 4.40619  -0.04
C -8.66774 -12.85637 5.21642  -0.16
N -7.91263 -12.34628 5.91664  -0.51
C -9.29122 -13.68452 2.97811  0.42
N -9.22138 -13.54566 1.84094  -0.55

Calculated values
LUMO, eV: -0.65

=====

No. 2
Here is a molecular structure, C36H24CoF3NO2S4SbTe from OMol25. Energies are from wB97M-V/def2-TZVPD.

Last column: Löwdin spin population.
Atoms and positions in Å:
Co 6.20189 -20.00964 4.14751  1.75
S 7.74380 -21.68450 0.74024  0.02
C 7.57530 -21.15495 2.25683  0.00
S 6.22619 -21.89134 3.23558  0.03
S 8.34870 -19.80791 2.92899  0.07
N 6.13041 -25.75892 11.71816  0.00
C 5.67739 -24.99507 10.96737  0.00
C 5.23066 -24.11770 9.96408  0.00
C 5.24946 -22.69485 10.17364  0.00
C 5.24639 -21.84926 9.10720  0.00
C 5.30391 -22.41981 7.79353  0.00
C 5.23254 -23.86749 7.55551  0.00
C 5.20109 -24.70040 8.64118  0.00
C 5.68453 -21.66259 6.69042  0.00
C 6.02024 -21.05584 5.65743  0.00
H 5.24905 -22.30801 11.18384  0.00
H 5.30875 -20.80157 9.24886  0.00
H 5.32363 -24.13483 6.48117  0.00
H 5.23974 -25.81393 8.52375  0.00
S 5.88684 -18.11711 4.74591  0.50
Sb 3.65809 -18.74992 3.69242  0.25
C 5.06582 -17.94101 2.09454  0.08
C 5.44529 -16.63270 1.95610  0.02
C 6.29994 -16.29394 0.92152  0.00
C 6.76545 -17.21488 0.02837  0.00
C 6.35547 -18.53634 0.15246  0.00
C 5.50779 -18.91929 1.22946  0.01
C 2.89059 -16.87822 4.45235  0.00
C 2.71396 -16.72275 5.82067  0.00
C 2.38853 -15.45116 6.27244  0.00
C 2.01709 -14.43705 5.35506  0.00
C 2.05970 -14.68400 4.01548  0.00
C 2.53876 -15.90335 3.53853  0.00
C 1.87047 -19.36209 2.46840  0.13
C 2.00240 -20.22724 1.42136  0.01
C 0.83646 -20.54310 0.64427  0.00
C -0.34874 -19.86677 0.82459  0.00
C -0.42088 -18.99507 1.92120  0.01
C 0.65461 -18.77169 2.74895  0.02
H 5.22123 -15.90951 2.74120  0.00
H 6.66020 -15.27185 0.82107  0.00
H 7.35103 -16.94837 -0.85195  0.00
H 6.77140 -19.25957 -0.54791  0.00
H 5.21370 -19.95063 1.31559  0.00
H 2.89217 -17.52258 6.55275  0.00
H 2.36146 -15.21305 7.34524  0.00
H 1.61043 -13.50338 5.73354  0.00
H 1.71341 -13.97384 3.26163  0.00
H 2.74127 -15.95082 2.43447  0.00
H 2.90363 -20.78469 1.18918  0.00
H 0.97065 -21.31706 -0.15726  0.00
H -1.19738 -20.05751 0.20672  0.00
H -1.36928 -18.52882 2.14676  0.00
H 0.51683 -18.11459 3.61577  0.00
F 1.93461 -19.97749 7.69683  0.00
C 1.92138 -21.14474 7.01736  0.00
F 2.42094 -22.13902 7.84648  0.00
F 0.58449 -21.45101 6.72712  0.00
C 2.68282 -20.88094 5.70383  0.01
O 2.71290 -19.54953 5.47765  0.07
O 3.13288 -21.78035 4.99561  0.04
Te 1.78411 -23.74625 3.80595  0.80
C 1.49218 -25.30864 2.36297  0.07
C 1.91600 -25.06673 1.03608  0.04
C 1.94845 -26.16498 0.14836  0.00
C 1.71531 -27.44218 0.56491  0.03
C 1.24578 -27.65375 1.83188  0.00
C 1.06283 -26.60804 2.73022  0.03
H 2.24704 -24.10265 0.72899  0.00
H 2.20575 -26.01115 -0.91546  0.00
H 1.85483 -28.31988 -0.10921  0.00
H 0.91049 -28.68726 2.00804  0.00
H 0.67463 -26.73916 3.71327  0.00

Calculated values
Charge: -2
<S²>: 6.07
Multiplicity: 5
Energy above the lowest of the compared OMol25 structures with the same formula, charge and spin, kJ/mol: 92.7
LUMO (alpha / beta), eV: 3.68 / 2.49

=====

No. 3
Here is a molecular structure, C36H24N7O2Ru from OMol25. Energies are from wB97M-V/def2-TZVPD.

Last column: Löwdin spin population.
Atoms and positions in Å:
Ru -0.04924 -0.48436 -0.01444  0.74
O -4.21787 -0.16320 0.39800  0.00
C -3.02653 -0.15112 0.55830  0.00
N -2.06184 -0.89696 -0.14827  0.00
C -2.32011 -1.96737 -0.86372  0.00
C -3.61535 -2.47559 -1.20487  0.00
C -3.69647 -3.66032 -1.84822  0.00
C -2.54473 -4.46370 -2.16995  0.00
C -1.31590 -4.01068 -1.88908  0.00
C -1.10071 -2.65060 -1.37041  0.00
N 0.00206 -2.41187 -0.42018  0.01
C 1.21927 -2.98526 -0.56691  0.01
O 1.46494 -4.11478 -0.96698  0.02
C 2.36974 -2.01882 -0.30592  0.00
C 3.67167 -2.45415 -0.42168  0.00
C 4.69507 -1.51872 -0.40219  0.00
C 4.36880 -0.17892 -0.30204  0.00
C 3.03504 0.18142 -0.19596  0.00
N 2.05648 -0.71859 -0.16795  0.00
C -2.36297 0.65605 1.64839  0.00
C -3.07123 1.43210 2.53730  0.00
C -2.35886 2.08742 3.53895  0.00
C -0.98263 1.95996 3.60263  0.00
C -0.34841 1.17303 2.65460  0.02
N -1.04259 0.52831 1.72079  0.06
H -4.49588 -1.92328 -0.92576  0.00
H -4.67936 -4.03771 -2.10839  0.00
H -2.68169 -5.43802 -2.61974  0.00
H -0.42999 -4.59300 -2.09961  0.00
H 3.84264 -3.51379 -0.54890  0.00
H 5.72824 -1.83047 -0.48809  0.00
H 5.12656 0.59213 -0.30726  0.00
H 2.74786 1.22041 -0.12119  0.00
H -4.14562 1.50140 2.43714  0.00
H -2.88033 2.69799 4.26537  0.00
H -0.38958 2.46300 4.35543  0.00
H 1.27977 1.39550 1.45658  0.00
C -1.46362 -1.55436 -3.83232  0.00
C -0.56880 -1.67599 -2.64462  0.01
N -0.21870 -0.43245 -2.02528  0.01
C -0.71181 0.76614 -2.49429  0.00
C -1.46402 0.88137 -3.66023  0.00
C -1.84899 -0.36977 -4.30607  0.00
C -1.85277 2.14418 -4.11619  0.01
C -1.51808 3.28294 -3.40837  0.00
C -0.80816 3.16662 -2.20892  0.01
C -0.43019 1.92067 -1.74848  -0.02
N 0.21214 1.70292 -0.49908  -0.01
C 0.62204 2.51142 0.36488  -0.18
C 0.96751 3.61198 1.02558  -0.01
C 1.70638 3.86698 2.26141  0.03
C 2.23591 3.05031 3.21201  0.01
C 2.08513 1.63704 3.38028  0.06
C 2.79344 0.88634 4.29836  0.01
C 2.73693 -0.50237 4.29604  0.10
C 2.02178 -1.11597 3.25479  0.01
N 1.28717 -0.50106 2.36248  0.12
C 1.13401 0.92512 2.50315  0.00
H -1.77202 -2.47475 -4.31519  0.00
H 0.33184 -2.24752 -2.89541  0.00
H -2.48473 -0.31748 -5.18419  0.00
H -2.43803 2.21742 -5.02644  0.00
H -1.82036 4.25954 -3.76229  0.00
H -0.57345 4.04670 -1.62127  0.00
H 0.53955 4.50281 0.55329  -0.02
H 1.86106 4.92664 2.42435  0.00
H 2.81417 3.55549 3.98262  0.00
H 3.44780 1.40077 4.99762  0.00
H 3.29905 -1.10160 4.99659  0.01
H 2.08756 -2.19753 3.13941  0.00

Calculated values
<S²>: 1.01
Multiplicity: 2
Energy above the lowest of the compared OMol25 structures with the same formula, charge and spin, kJ/mol: 696.4
LUMO (alpha / beta), eV: -1.26 / -1.26

=====

In order of appearance, electronic energy = -62171.21767; -146253.39085; -54825.32166 eV.